A structure of composition C19H15F6N6O8PrS2, computed with the ωB97M-V functional and the def2-TZVPD basis.

Geometry as XYZ:
```
57
Properties=species:S:1:pos:R:3:forces:R:3:nbo_charge:R:1
F -1.468264 1.206068 -5.838935 -0.3679 0.1148 0.2469 -0.3009
O -2.574796 -0.860847 -0.975030 -0.6950 -0.0242 0.6486 -0.8571
H -5.288662 -1.720412 2.615155 -0.0416 -0.0205 0.0118 0.2215
C 3.179162 0.857925 -0.030537 0.2184 -0.1546 0.0646 0.0745
H 1.760997 4.309342 0.656819 -0.0632 -0.0111 -0.0218 0.2517
C -3.585702 -2.364606 -2.920134 -0.4853 -0.3027 -0.1857 0.7750
C -0.745674 1.075703 -4.735100 0.3834 -0.1405 -0.0949 0.7332
H 3.092743 -4.027022 -0.697359 0.0672 -0.0201 -0.0148 0.2280
N 1.668928 -0.239364 -2.521414 0.0233 -0.0561 -0.1895 -0.2866
F 0.253951 1.963923 -4.790659 -0.2328 0.2713 0.2504 -0.3194
C -3.691906 -0.342208 2.212544 0.1806 0.0173 0.0032 -0.2074
H 4.255057 4.017756 0.473534 0.0097 0.0726 -0.0522 0.2235
C -3.474140 -2.696001 1.985927 0.1172 0.0763 0.0463 -0.2519
C 2.255408 -1.137920 -3.298568 0.1386 0.2815 0.0835 0.0058
O -1.039422 -1.528857 -2.687687 0.1787 -1.0814 -0.8539 -0.8643
C -1.813945 1.177433 1.615065 0.0758 -0.0201 0.2296 0.6510
F -4.823398 -1.890874 -2.854753 0.1686 0.3053 0.0962 -0.2944
S -2.359394 -1.048387 -2.378860 -2.3974 -0.8918 -1.9019 2.2521
O -2.347374 2.107477 2.186626 -0.1376 -0.1781 -0.0381 -0.5720
H -3.879836 -3.695768 2.025479 0.0861 -0.0896 0.0504 0.2238
H 2.017694 -2.182084 -3.195848 -0.0601 -0.0758 0.0083 0.2248
C 3.581068 3.183874 0.339180 -0.1514 -0.2119 0.0216 -0.1563
O -0.006859 -3.043173 -0.529954 -0.5107 -0.5330 -0.1595 -0.6877
C 3.082430 0.818660 -3.873776 -0.0328 -0.2651 0.0429 -0.0237
C 3.160768 -0.521589 -4.172169 -0.0093 -0.0258 0.1087 -0.3283
C -4.259577 -1.599422 2.307771 0.2140 0.0645 -0.1485 -0.1499
H 3.788687 -0.995182 -4.896307 0.1344 -0.0577 -0.1914 0.2356
F -0.185911 -0.135706 -4.754876 -0.2885 0.0985 0.0816 -0.3018
C -2.378458 -0.223209 1.769387 -0.3451 0.0205 0.2993 0.1574
N 2.181857 0.942824 -2.884556 0.0361 0.1068 -0.1804 -0.3011
H 3.517835 -0.158687 -0.185448 0.0117 -0.0157 -0.1420 0.2289
F -3.355060 -2.770866 -4.162627 0.3287 0.3103 0.0730 -0.2955
C 2.211450 3.349099 0.450531 -0.1644 -0.0813 -0.1067 -0.2184
O 1.833937 -1.920686 -0.121927 0.2799 -0.0204 0.0570 -0.6858
C 4.074519 1.910051 0.091775 -0.1689 -0.0067 0.0246 -0.2567
C 2.063057 -4.279987 -0.464030 -0.1902 0.3676 -0.1203 -0.7142
H -1.509380 -3.329623 1.379953 -0.0702 0.0608 -0.1325 0.2191
N 1.859218 1.008463 0.067113 -0.1400 0.4394 0.1414 -0.4422
F -3.509636 -3.421086 -2.115731 0.4161 0.3271 0.1352 -0.2923
C -2.157053 -2.488087 1.598824 -0.0607 -0.3407 0.1034 0.0784
C 1.383887 2.234890 0.309521 0.1834 0.3578 0.0920 0.1420
S -1.766110 1.343307 -3.160931 0.6572 0.3539 -2.1123 2.2866
Pr -0.124617 -0.658666 -0.668114 2.4162 0.4805 3.0246 1.2067
H 1.653780 -4.960360 -1.204973 -0.0782 -0.0123 -0.0509 0.2300
H 5.134900 1.739244 -0.000723 0.0971 -0.1125 0.0353 0.2255
H 3.607074 1.658088 -4.283200 0.0069 0.2163 -0.0430 0.2300
C -0.115164 2.382105 0.533251 0.1328 0.3363 0.1240 0.6544
O -0.646731 3.465401 0.414126 0.2602 -0.0468 -0.0363 -0.5476
H -4.229676 0.562827 2.454409 0.0069 0.0183 -0.0025 0.2520
O -2.294013 2.645386 -3.304062 -0.3692 0.0756 0.1663 -0.8489
O -0.796441 1.080763 -2.113560 0.0656 1.1088 -0.0510 -0.9271
N -2.810598 0.167902 -3.257632 -0.1869 -0.0130 0.1645 -1.1535
H 1.843160 1.800043 -2.467024 0.0248 -0.2308 0.0069 0.4324
N -1.610106 -1.279365 1.464176 -0.3064 0.2896 0.1033 -0.4475
H 2.045733 -4.785281 0.499537 -0.0609 0.0250 0.1121 0.2410
N -0.669299 1.186013 0.880337 -0.2014 -0.1613 -0.2407 -0.7592
C 1.238556 -3.002575 -0.377069 0.8965 -0.9953 0.4136 0.8067
```
Forces are in eV/Å.

Its energy relative to the best compared isomer or geometry (same formula, charge and spin) is 81.4 kJ/mol. As for the total charge: 0. Its orbital gap (spin up / spin down) is 8.98 / 8.98 eV. Its spin multiplicity is 3. Its HOMO energy (spin up / spin down) is -8.916 / -8.917 eV. The calculation puts the total energy at -97315.267 eV.